No. 1
# C16H18NO11PS

A 3-piece molecular cluster, C16H18NO11PS overall at a distorted geometry (the ωB97M-V functional and the def2-TZVPD basis, the OMol25 dataset).

The geometry in ORCA input format:
```
! RIJCOSX wB97M-V def2-TZVPD def2/J DEFGRID3
* xyz 0 1
N 5.29 1.52 2.26
P 4.56 0.13 1.94
C 2.73 0.40 2.09
C 2.21 1.69 1.36
C 0.83 2.04 2.02
O -0.21 1.12 1.67
S 0.14 -0.42 2.12
O 0.04 -0.58 3.59
O -0.80 -1.31 1.40
C 1.85 -0.80 1.54
H 5.91 1.41 3.05
H 4.81 -0.35 0.62
H 4.95 -0.88 2.89
H 2.44 0.52 3.15
H 2.93 2.52 1.43
H 2.03 1.44 0.29
H 0.57 3.06 1.67
H 0.99 2.13 3.11
H 1.80 -0.79 0.42
H 2.19 -1.78 1.90
O 0.92 -1.70 -1.63
C 0.70 -2.89 -1.81
C 1.77 -3.88 -1.89
C 1.49 -5.16 -2.11
O 2.44 -6.10 -2.19
C 0.08 -5.63 -2.28
O -0.13 -6.81 -2.50
C -0.99 -4.64 -2.18
C -0.71 -3.36 -1.95
O -1.67 -2.43 -1.85
H 2.79 -3.53 -1.77
H 1.98 -6.93 -2.35
H -2.01 -5.00 -2.29
H -1.21 -1.59 -1.68
O -4.30 2.86 1.76
C -3.97 3.12 0.62
C -2.92 2.38 -0.08
C -2.59 2.71 -1.33
O -1.63 2.06 -2.01
C -3.26 3.84 -2.05
O -2.91 4.11 -3.18
C -4.33 4.56 -1.36
C -4.66 4.22 -0.11
O -5.64 4.86 0.56
H -2.44 1.57 0.45
H -1.58 2.49 -2.87
H -4.82 5.36 -1.89
H -5.68 4.43 1.43
*
```

Summary:
maximum force: 0.093 hartree/bohr
HOMO: -9.03 eV
E_LUMO: -1.64 eV
Kohn-Sham gap: 7.39 eV



No. 2
# C16H18NO7P

One molecule with the formula C16H18NO7P at a distorted geometry (the ωB97M-V functional and the def2-TZVPD basis, the OMol25 dataset).

The geometry in ORCA input format:
```
! RIJCOSX wB97M-V def2-TZVPD def2/J DEFGRID3
* xyz 0 1
C 1.96 -4.56 0.07
O 2.75 -3.46 -0.50
C 3.02 -2.42 0.54
C 2.94 -0.92 -0.10
C 4.08 -0.56 -1.27
C 4.12 0.90 -2.06
N 5.15 1.17 -3.15
C 2.96 2.00 -1.60
C 1.82 1.63 -0.42
C 1.80 0.16 0.37
C 0.65 -0.07 1.50
O 0.63 -0.97 2.48
C -0.65 0.99 1.49
C -2.01 0.51 2.33
C -2.88 -0.58 1.41
O -4.31 -0.61 1.78
C -5.19 -0.43 0.61
C -5.33 -1.43 -0.68
O -5.99 0.67 0.63
C -0.63 2.31 0.78
P -2.08 3.58 0.80
O -3.13 3.40 -0.58
O -1.48 5.22 0.91
C 0.71 2.79 -0.10
O 0.89 4.03 -0.58
H 2.14 -5.61 -0.46
H 2.18 -4.77 1.22
H 0.82 -4.24 -0.04
H 4.16 -2.59 0.84
H 2.40 -2.60 1.51
H 4.89 -1.37 -1.58
H 4.70 1.64 -3.96
H 5.66 0.31 -3.44
H 2.93 3.04 -2.13
H -2.74 1.39 2.57
H -1.72 -0.05 3.35
H -2.76 -0.36 0.27
H -2.45 -1.67 1.60
H -5.34 -0.75 -1.67
H -6.32 -2.08 -0.65
H -4.37 -2.13 -0.70
H -2.57 2.97 -1.30
H -1.43 5.53 -0.06
*
```

Summary:
maximum force: 0.174 hartree/bohr
HOMO: -8.51 eV
E_LUMO: -2.16 eV
Kohn-Sham gap: 6.35 eV



Repeat the second record exactly.
# C16H18NO7P

One molecule with the formula C16H18NO7P at a distorted geometry (the ωB97M-V functional and the def2-TZVPD basis, the OMol25 dataset).

The geometry in ORCA input format:
```
! RIJCOSX wB97M-V def2-TZVPD def2/J DEFGRID3
* xyz 0 1
C 1.96 -4.56 0.07
O 2.75 -3.46 -0.50
C 3.02 -2.42 0.54
C 2.94 -0.92 -0.10
C 4.08 -0.56 -1.27
C 4.12 0.90 -2.06
N 5.15 1.17 -3.15
C 2.96 2.00 -1.60
C 1.82 1.63 -0.42
C 1.80 0.16 0.37
C 0.65 -0.07 1.50
O 0.63 -0.97 2.48
C -0.65 0.99 1.49
C -2.01 0.51 2.33
C -2.88 -0.58 1.41
O -4.31 -0.61 1.78
C -5.19 -0.43 0.61
C -5.33 -1.43 -0.68
O -5.99 0.67 0.63
C -0.63 2.31 0.78
P -2.08 3.58 0.80
O -3.13 3.40 -0.58
O -1.48 5.22 0.91
C 0.71 2.79 -0.10
O 0.89 4.03 -0.58
H 2.14 -5.61 -0.46
H 2.18 -4.77 1.22
H 0.82 -4.24 -0.04
H 4.16 -2.59 0.84
H 2.40 -2.60 1.51
H 4.89 -1.37 -1.58
H 4.70 1.64 -3.96
H 5.66 0.31 -3.44
H 2.93 3.04 -2.13
H -2.74 1.39 2.57
H -1.72 -0.05 3.35
H -2.76 -0.36 0.27
H -2.45 -1.67 1.60
H -5.34 -0.75 -1.67
H -6.32 -2.08 -0.65
H -4.37 -2.13 -0.70
H -2.57 2.97 -1.30
H -1.43 5.53 -0.06
*
```

Summary:
maximum force: 0.174 hartree/bohr
HOMO: -8.51 eV
E_LUMO: -2.16 eV
Kohn-Sham gap: 6.35 eV



Question: Which value of E_LUMO does entry 1 give?
Answer: -1.64 eV



Question: What is the maximum force in the first record?
Answer: 0.093 hartree/bohr



Question: Among the records above, which one has the highest E_LUMO?
Answer: C16H18NO11PS